Density functional theory data (the ωB97M-V functional and the def2-TZVPD basis) for 6 unconnected molecules or ions with the total composition C39H29F40O8P at a distorted geometry.

- HOMO level (eV) = -10.0
- E (eV) = -175279.0961
- Kohn-Sham gap (eV) = 8.645
- spin multiplicity = 1

Last column: Mulliken charge in e.
Geometry (Å):
O  -1.70  -0.53  -3.27  -0.667
P  -2.38  -1.82  -2.87  0.681
C  -3.45  -1.62  -1.35  0.356
C  -3.58  -0.34  -0.64  -0.687
C  -4.43  -0.31  0.56  -0.477
C  -5.11  -1.51  1.07  -0.783
C  -4.98  -2.76  0.36  0.528
C  -4.14  -2.81  -0.86  -0.021
C  -4.06  -4.20  -1.58  0.048
O  -4.12  -4.35  -2.77  -0.516
C  -3.92  -5.41  -0.60  0.587
C  -2.99  -6.48  -0.93  -0.603
C  -2.86  -7.58  0.04  -0.598
C  -3.69  -7.54  1.24  -0.550
C  -4.62  -6.46  1.57  -0.515
C  -4.73  -5.37  0.62  0.577
C  -5.64  -4.11  0.83  0.128
O  -6.76  -4.15  1.26  -0.536
H  -1.35  -2.77  -2.55  0.033
H  -3.16  -2.41  -3.91  0.138
H  -3.05  0.56  -1.02  0.518
H  -4.56  0.67  1.10  0.364
H  -5.74  -1.43  1.99  0.392
H  -2.42  -6.42  -1.88  0.444
H  -2.14  -8.38  -0.21  0.386
H  -3.61  -8.38  1.98  0.354
H  -5.23  -6.45  2.50  0.371
F  3.19  -3.32  -3.85  -0.213
C  1.89  -3.28  -4.20  0.130
F  1.75  -4.11  -5.27  -0.282
C  1.41  -1.87  -4.57  0.838
F  2.04  -1.42  -5.68  -0.289
F  0.09  -1.96  -4.88  -0.293
C  1.53  -0.81  -3.46  -0.509
O  2.68  0.05  -3.48  -0.400
C  3.85  -0.43  -2.90  0.685
F  3.59  -1.53  -2.17  -0.304
F  4.24  0.52  -2.01  -0.279
C  4.97  -0.64  -3.92  0.324
F  4.60  -1.47  -4.91  -0.236
F  6.06  -1.20  -3.32  -0.299
H  1.29  -3.70  -3.38  0.216
H  0.69  -0.12  -3.63  0.359
H  1.35  -1.22  -2.47  0.326
H  5.27  0.30  -4.37  0.217
F  1.74  4.88  0.16  -0.221
C  1.26  3.87  -0.58  0.081
F  -0.02  4.20  -0.91  -0.269
C  1.27  2.53  0.16  0.920
F  0.42  2.55  1.22  -0.287
F  0.77  1.59  -0.69  -0.291
C  2.64  2.02  0.63  -0.753
O  3.02  2.28  1.99  -0.428
C  3.57  3.53  2.29  0.763
F  3.91  4.16  1.15  -0.270
F  4.73  3.28  2.93  -0.291
C  2.67  4.37  3.19  0.239
F  1.44  4.54  2.66  -0.222
F  3.20  5.61  3.37  -0.265
H  1.84  3.81  -1.51  0.265
H  2.59  0.93  0.59  0.427
H  3.44  2.28  -0.06  0.393
H  2.55  3.90  4.17  0.205
F  11.19  2.00  -3.84  -0.207
C  11.25  3.23  -3.30  0.106
F  12.27  3.21  -2.40  -0.276
C  9.95  3.63  -2.60  0.882
F  9.71  2.84  -1.53  -0.261
F  10.13  4.89  -2.10  -0.328
C  8.69  3.68  -3.48  -0.740
O  7.83  2.54  -3.46  -0.326
C  8.15  1.47  -4.30  0.640
F  9.09  1.85  -5.18  -0.312
F  7.04  1.21  -5.03  -0.313
C  8.54  0.21  -3.52  0.474
F  9.57  0.45  -2.67  -0.241
F  8.95  -0.77  -4.36  -0.278
H  11.51  3.95  -4.08  0.282
H  8.07  4.47  -3.05  0.405
H  8.90  4.01  -4.49  0.311
H  7.71  -0.17  -2.93  0.183
F  2.93  9.11  6.17  -0.209
C  2.29  9.41  5.03  0.226
F  2.88  10.52  4.53  -0.283
C  0.79  9.66  5.24  0.823
F  0.58  10.76  6.00  -0.273
F  0.25  9.93  4.02  -0.324
C  -0.02  8.49  5.83  -0.713
O  -0.27  8.49  7.24  -0.406
C  0.73  7.99  8.08  0.799
F  1.64  7.32  7.35  -0.276
F  0.13  7.06  8.86  -0.300
C  1.35  9.07  8.97  0.189
F  1.84  10.09  8.25  -0.208
F  2.37  8.56  9.69  -0.257
H  2.45  8.59  4.32  0.185
H  -1.02  8.57  5.39  0.408
H  0.34  7.52  5.49  0.384
H  0.60  9.47  9.66  0.240
F  -9.21  -8.57  -1.52  -0.240
C  -8.03  -8.20  -0.98  0.148
F  -7.27  -9.32  -0.93  -0.281
C  -8.19  -7.61  0.42  0.755
F  -8.64  -8.53  1.30  -0.294
F  -6.94  -7.26  0.85  -0.091
C  -9.06  -6.34  0.54  -0.690
O  -10.42  -6.51  0.93  -0.418
C  -11.35  -6.85  -0.05  0.707
F  -10.81  -6.68  -1.27  -0.282
F  -12.35  -5.94  0.05  -0.298
C  -11.94  -8.25  0.15  0.208
F  -10.98  -9.19  0.20  -0.211
F  -12.75  -8.58  -0.88  -0.257
H  -7.55  -7.49  -1.65  0.276
H  -8.62  -5.76  1.35  0.384
H  -8.97  -5.70  -0.34  0.401
H  -12.51  -8.30  1.08  0.239